{
  "formula": "C38H89F8N14O20S8",
  "method": "ωB97M-V/def2-TZVPD",
  "charge": 3,
  "gap_ev": 10.03,
  "total_energy_ev": -211057.187,
  "elements": ["S", "S", "S", "S", "S", "S", "S", "S", "F", "F", "F", "F", "F", "F", "F", "F", "O", "O", "O", "O", "O", "O", "O", "O", "O", "O", "O", "O", "O", "O", "O", "O", "O", "O", "O", "O", "N", "N", "N", "N", "N", "N", "N", "N", "N", "N", "N", "N", "N", "N", "C", "C", "C", "C", "C", "C", "C", "C", "C", "C", "C", "C", "C", "C", "C", "C", "C", "C", "C", "C", "C", "C", "C", "C", "C", "C", "C", "C", "C", "C", "C", "C", "C", "C", "C", "C", "C", "C", "H", "H", "H", "H", "H", "H", "H", "H", "H", "H", "H", "H", "H", "H", "H", "H", "H", "H", "H", "H", "H", "H", "H", "H", "H", "H", "H", "H", "H", "H", "H", "H", "H", "H", "H", "H", "H", "H", "H", "H", "H", "H", "H", "H", "H", "H", "H", "H", "H", "H", "H", "H", "H", "H", "H", "H", "H", "H", "H", "H", "H", "H", "H", "H", "H", "H", "H", "H", "H", "H", "H", "H", "H", "H", "H", "H", "H", "H", "H", "H", "H", "H", "H", "H", "H", "H", "H", "H", "H"],
  "xyz": [[15.54, 9.54, 16.08], [15.88, 14.11, 10.73], [14.61, 16.46, 11.11], [15.89, 17.79, 15.77], [17.72, 17.23, 17.66], [10.78, 13.37, 20.56], [15.35, 12.01, 17.36], [10.72, 12.47, 23.19], [15.26, 17.11, 12.43], [16.74, 17.71, 18.72], [16.31, 16.53, 14.88], [9.30, 13.09, 20.51], [13.82, 12.01, 17.49], [17.44, 14.09, 10.37], [13.93, 9.29, 15.81], [9.26, 11.96, 23.04], [15.68, 13.69, 12.05], [10.98, 14.55, 19.83], [19.06, 17.60, 18.02], [15.36, 13.34, 9.66], [19.16, 16.28, 14.15], [14.44, 17.58, 10.20], [13.04, 8.01, 9.33], [16.16, 9.02, 14.94], [15.70, 13.32, 16.87], [15.42, 21.15, 16.11], [17.49, 15.85, 17.50], [14.91, 17.39, 16.72], [15.62, 8.83, 17.34], [11.49, 11.24, 23.00], [11.31, 12.21, 19.94], [13.07, 13.80, 13.42], [15.80, 11.60, 18.69], [13.40, 15.81, 11.57], [15.61, 18.69, 14.71], [10.65, 13.25, 24.39], [14.35, 8.81, 20.65], [15.75, 15.66, 10.49], [11.65, 14.70, 16.13], [13.88, 17.48, 6.12], [10.98, 13.58, 22.12], [14.22, 19.39, 7.14], [17.34, 18.09, 16.33], [9.20, 13.02, 26.82], [8.73, 15.08, 26.14], [15.42, 10.50, 21.50], [15.73, 11.08, 16.15], [18.71, 21.82, 17.60], [13.99, 9.73, 11.53], [19.27, 13.23, 14.77], [14.10, 7.43, 20.16], [13.09, 14.94, 15.67], [14.30, 7.84, 9.85], [12.73, 10.38, 10.95], [14.08, 10.85, 21.46], [19.41, 21.05, 18.80], [10.44, 16.80, 25.38], [19.51, 21.34, 16.40], [13.43, 9.80, 20.90], [13.56, 8.88, 12.69], [16.15, 12.80, 22.31], [16.46, 11.32, 22.16], [13.60, 19.65, 5.94], [7.68, 14.26, 25.84], [9.67, 14.30, 26.70], [9.83, 11.87, 27.51], [20.51, 13.11, 13.95], [17.27, 21.41, 17.48], [19.58, 14.02, 16.00], [14.60, 20.37, 8.20], [11.46, 13.41, 16.80], [14.89, 9.11, 10.46], [18.69, 15.30, 13.25], [13.81, 16.02, 5.75], [18.69, 11.90, 15.01], [10.69, 14.96, 14.99], [18.81, 23.35, 17.83], [11.38, 15.86, 17.16], [15.09, 15.28, 6.06], [7.91, 13.01, 26.31], [13.73, 14.06, 14.60], [18.19, 14.05, 13.92], [16.63, 21.90, 16.18], [14.72, 10.82, 12.15], [15.56, 9.23, 21.16], [13.34, 18.44, 5.30], [8.98, 16.41, 25.51], [14.44, 18.06, 7.18], [13.94, 21.20, 8.15], [14.36, 8.78, 13.36], [15.08, 7.62, 9.08], [15.42, 12.95, 23.09], [12.09, 9.54, 10.90], [10.85, 15.97, 24.81], [15.83, 8.86, 10.94], [13.03, 7.96, 12.43], [10.64, 14.56, 27.05], [10.37, 15.68, 17.37], [20.48, 21.07, 18.65], [15.06, 6.97, 19.94], [13.51, 16.02, 4.70], [17.82, 13.26, 13.26], [14.26, 6.95, 10.49], [15.59, 20.75, 7.97], [9.62, 11.87, 28.58], [10.78, 15.94, 14.54], [11.09, 17.00, 26.26], [20.05, 14.93, 15.71], [15.63, 10.61, 12.74], [14.62, 14.58, 14.38], [13.87, 11.94, 21.58], [14.93, 9.88, 9.67], [15.82, 13.35, 21.41], [19.18, 11.47, 15.87], [12.36, 11.15, 11.65], [8.57, 16.31, 24.53], [14.88, 17.64, 8.04], [11.53, 16.80, 16.60], [12.88, 15.65, 6.24], [15.81, 15.99, 5.88], [16.48, 8.65, 21.27], [21.14, 13.97, 14.08], [14.60, 19.79, 9.13], [13.05, 8.45, 8.43], [9.71, 14.92, 15.41], [12.41, 9.70, 20.54], [13.51, 7.49, 19.23], [12.88, 18.16, 4.38], [9.42, 10.94, 27.09], [20.56, 21.60, 16.61], [20.36, 12.86, 12.86], [17.18, 20.35, 17.53], [17.82, 15.67, 12.67], [20.20, 13.42, 16.70], [15.52, 20.38, 15.55], [19.04, 20.02, 18.76], [10.87, 11.90, 27.28], [19.46, 15.07, 12.51], [17.01, 13.44, 22.60], [13.61, 6.85, 20.94], [10.96, 14.22, 14.27], [11.88, 12.61, 16.24], [18.51, 23.95, 16.95], [13.73, 14.75, 16.55], [19.36, 20.23, 16.32], [13.41, 14.18, 12.61], [12.92, 10.84, 9.93], [13.16, 15.97, 15.47], [21.13, 12.32, 14.36], [16.35, 22.93, 16.26], [8.36, 17.24, 25.96], [19.14, 21.90, 15.52], [10.35, 13.24, 16.84], [19.12, 21.56, 19.73], [14.01, 13.08, 14.98], [11.92, 13.48, 17.80], [15.18, 14.95, 7.16], [16.83, 21.81, 18.42], [19.83, 23.60, 18.05], [18.67, 11.19, 14.20], [11.97, 15.82, 18.01], [14.83, 11.65, 11.39], [6.78, 14.54, 25.35], [16.68, 10.85, 23.15], [15.22, 14.42, 5.38], [18.21, 23.61, 18.69], [13.99, 11.30, 12.85], [7.26, 12.16, 26.34], [18.45, 16.75, 14.57], [12.82, 9.53, 13.07], [10.47, 17.75, 24.73], [13.33, 20.60, 5.55], [17.35, 14.30, 14.62], [18.63, 14.28, 16.49], [17.37, 11.24, 21.46], [17.64, 12.10, 15.32], [17.25, 21.66, 15.32]],
  "lowdin_charge": [0.507, 0.480, 0.549, 0.494, 0.457, 0.415, 0.502, 0.502, -0.177, -0.112, -0.201, -0.121, -0.139, -0.174, -0.224, -0.151, -0.262, -0.270, -0.284, -0.271, -0.042, -0.317, -0.054, -0.272, -0.292, -0.058, -0.267, -0.245, -0.292, -0.294, -0.281, -0.076, -0.278, -0.273, -0.266, -0.305, -0.063, -0.293, -0.311, -0.045, -0.294, -0.061, -0.287, -0.074, -0.012, -0.065, -0.312, -0.329, -0.339, -0.328, 0.021, -0.084, -0.272, 0.034, -0.016, 0.058, -0.077, 0.010, -0.016, 0.033, -0.088, -0.157, 0.005, -0.029, -0.023, 0.041, -0.005, -0.122, 0.020, 0.054, 0.006, -0.068, -0.230, -0.145, -0.016, 0.032, 0.034, 0.050, -0.051, -0.010, -0.232, -0.070, -0.202, -0.051, -0.001, 0.014, -0.153, -0.005, 0.094, 0.057, 0.145, 0.071, 0.084, 0.064, 0.142, 0.128, 0.159, 0.083, 0.099, 0.095, 0.119, 0.116, 0.132, 0.101, 0.102, 0.118, 0.091, 0.088, 0.117, 0.096, 0.140, 0.147, 0.091, 0.112, 0.112, 0.114, 0.120, 0.121, 0.139, 0.052, 0.177, 0.098, 0.087, 0.145, 0.096, 0.141, 0.107, 0.129, 0.108, 0.112, 0.138, 0.093, 0.116, 0.126, 0.031, 0.081, 0.085, 0.126, 0.091, 0.096, 0.085, 0.085, 0.121, 0.129, 0.123, 0.027, 0.136, 0.102, 0.106, 0.117, 0.146, 0.099, 0.136, 0.109, 0.097, 0.083, 0.104, 0.155, 0.092, 0.113, 0.073, 0.087, 0.135, 0.139, 0.096, 0.104, 0.106, 0.141, 0.044, 0.089, 0.112, 0.128, 0.131, 0.087, 0.149, 0.081, 0.121]
}